Molecular formula: C29H34N3O
Method: DFT, ωB97M-V/def2-TZVPD

Last column: Löwdin charge in e.
Atoms and positions in Å:
O1 -1.01426 1.62088 -1.05622  -0.18
N1 0.92410 -1.46415 -1.27885  0.03
N2 -0.18692 1.49366 1.62019  -0.12
N3 1.56050 0.60831 -1.61305  0.05
C1 0.14131 -2.66767 -1.03595  0.04
C2 -1.13455 -3.16472 3.49845  -0.08
C3 1.25746 3.70789 3.00744  -0.21
C4 1.60575 2.04137 -1.82006  0.02
C5 -1.95591 -0.59143 -1.53199  -0.15
C6 2.68442 -0.21997 -1.87455  -0.14
C7 -0.30765 -0.87676 3.20834  -0.01
C8 0.50643 -0.16777 -1.18875  -0.07
C9 -4.29199 -1.33491 -1.44990  -0.06
C10 -1.85515 -1.29239 -2.76946  -0.05
C11 -3.27659 -0.45304 -1.05936  -0.06
C12 1.21861 1.38349 1.94865  -0.18
C13 -1.76952 -1.81222 1.58054  -0.07
C14 4.88111 -0.98721 -2.41622  -0.04
C15 -2.89334 -2.13583 -3.21939  -0.06
C16 3.14037 -2.62468 -1.83601  0.02
C17 -4.11151 -2.20368 -2.52218  -0.06
C18 -0.84318 -0.78975 1.87296  -0.13
C19 3.96546 0.07483 -2.21544  0.00
C20 -1.84215 -3.00246 2.30939  -0.08
C21 -0.23722 3.78635 2.74136  -0.17
C22 -0.84130 0.25334 -0.83341  -0.24
C23 4.45233 -2.32694 -2.23013  -0.06
C24 -0.39116 -2.07389 3.96096  -0.06
C25 -0.83299 0.42692 0.94808  -0.11
C26 1.69002 2.25218 3.14036  -0.17
C27 -0.70149 2.86594 1.60547  -0.15
C28 2.25739 -1.52419 -1.66826  -0.13
C29 -1.63638 2.19026 -2.23513  -0.03
H1 1.26219 2.56741 -0.92545  0.09
H2 -2.78476 -2.76825 -4.11174  0.12
H3 1.00022 2.33687 -2.68243  0.10
H4 5.91342 -0.82647 -2.70593  0.11
H5 4.32187 1.10987 -2.32592  0.12
H6 1.80082 4.18606 2.18463  0.11
H7 -1.57453 3.27236 -2.09915  0.10
H8 1.28788 1.86353 4.09311  0.11
H9 -1.11822 1.94363 -3.17278  0.09
H10 2.63997 2.29826 -2.03162  0.09
H11 2.75260 -3.62785 -1.64754  0.11
H12 -2.43140 -3.81418 1.91661  0.10
H13 -0.38123 3.30134 0.64809  0.11
H14 -1.91386 0.85004 0.85992  0.16
H15 -3.48151 0.30299 -0.29761  0.13
H16 -0.53357 -2.51500 -0.19170  0.08
H17 -4.91524 -2.88128 -2.81096  0.11
H18 0.23678 -0.06748 3.68878  0.09
H19 -0.51177 4.81018 2.47630  0.12
H20 1.49948 4.25919 3.92624  0.12
H21 -0.78301 3.55996 3.66405  0.12
H22 1.47582 0.34829 2.18506  0.11
H23 -2.39728 -1.70405 0.69498  0.09
H24 2.78617 2.19944 3.22523  0.12
H25 -1.15199 -4.11232 4.02324  0.11
H26 -0.95870 -1.27249 -3.39360  0.12
H27 -0.43600 -2.96408 -1.92287  0.10
H28 5.15160 -3.16212 -2.37924  0.12
H29 1.80959 1.68085 1.07121  0.11
H30 -2.70625 1.96308 -2.33355  0.10
H31 0.84996 -3.47587 -0.81031  0.10
H32 -1.79860 2.82307 1.59032  0.13
H33 -5.22022 -1.30137 -0.88260  0.12
H34 0.14775 -2.17539 4.88939  0.10

The lowest unoccupied orbital energy is -0.1004 Eh. Its strongest force on any atom is 0.0727 Eh/bohr. For the highest occupied orbital energy, the calculation gives -10.8 eV. Its total charge is +1. Its energy above the lowest of the compared OMol25 structures with the same formula, charge and spin is 61.3 kJ/mol. The SMILES is CO[C@@](c1ccccc1)(c1n(C)c2ccccc2[n+]1C)[C@@H](c1ccccc1)N1CCCCC1.